No. 1
13
Properties=species:S:1:pos:R:3:forces:R:3 method="wB97M-V/def2-TZVPD" energy_ev=-9270.40250 orbital_gap_ev=7.88 de_lowest_kcal_mol=71.5 homo_ev=-7.148 total_charge=0
C 0.812072 -1.687687 0.871881 0.280 1.505 0.459
O -0.595491 -1.591790 -0.947744 -0.909 0.010 -1.196
C -0.463113 -0.382140 -0.703233 -0.276 -0.385 -0.399
C -0.925464 0.821302 -1.249193 -0.030 -0.175 -0.043
N -0.384149 1.832783 -0.481441 0.269 -0.533 0.324
C 0.380399 1.321330 0.499767 0.152 -0.739 0.133
N 0.352468 -0.062274 0.388806 -0.177 -1.093 -0.313
H 1.355585 -2.237723 0.078636 -0.329 1.161 0.254
H -0.045591 -2.337376 1.140732 0.229 1.261 -0.196
H 1.431013 -1.461718 1.714654 0.405 0.013 0.506
H -1.568903 0.986710 -2.096645 0.104 0.101 0.150
H -0.555289 2.821746 -0.656426 0.288 -0.555 0.360
H 0.884709 1.977201 1.201118 -0.005 -0.573 -0.040



No. 2
49
Properties=species:S:1:pos:R:3:forces:R:3 method="wB97M-V/def2-TZVPD" energy_ev=-30088.45481 orbital_gap_ev=2.24 homo_ev=-17.624 total_charge=+3
C -0.361810 -3.774470 1.554043 -0.309 2.288 -6.412
C -0.489692 -3.091911 0.431624 0.416 -2.679 4.784
C -0.696260 -2.206830 -0.932254 0.674 -3.353 2.008
C -2.056541 -2.857104 -1.586986 -1.847 -1.635 -1.522
O -2.181219 -2.924199 -2.907990 -1.150 1.964 4.548
O -3.133289 -3.417888 -0.822547 2.305 5.160 -3.050
C 0.522050 -2.692495 -1.857276 1.297 -2.538 -0.112
C 1.949710 -2.788466 -1.047240 -0.302 1.905 -1.086
F 0.635713 -2.070753 -3.151579 -0.461 -0.278 2.445
N -0.793026 -0.814432 -0.508712 -2.805 0.047 -0.823
C -1.820207 -0.539975 0.538366 -0.816 0.761 0.932
C -1.174610 -0.224970 2.021114 0.251 0.105 0.381
C -0.391673 1.183942 2.094178 -1.225 -0.033 1.178
C 1.041208 0.911839 2.855495 1.400 -0.591 0.052
N 1.475297 2.034504 3.734440 -0.953 0.888 -2.551
C 2.115362 3.147023 2.982068 4.328 0.365 -1.600
C 1.225147 4.521371 2.842986 -0.093 -0.644 0.446
O 3.277850 3.044443 2.487590 -5.769 0.249 2.089
C -0.600075 0.272917 -1.489508 0.200 2.625 -0.306
C -1.488868 0.198193 -2.853762 0.986 1.773 -0.205
C 0.963885 0.698686 -1.775563 0.394 0.945 0.133
C 1.070818 1.703271 -3.054315 0.026 -0.054 0.043
H -0.145770 -4.663658 2.268591 -0.546 2.152 -1.279
H 0.290858 -3.814516 -2.090215 0.023 2.104 0.307
H 2.757853 -2.476797 -1.824972 -1.312 -0.885 1.374
H 2.139300 -3.828460 -0.608941 -0.398 1.701 -0.735
H 1.945913 -1.951772 -0.253495 0.198 -1.536 -0.944
H -2.604328 -1.399277 0.672618 1.700 0.733 -0.024
H -2.484606 0.395931 0.316116 1.439 -1.275 -0.068
H -2.023955 -0.223150 2.795529 1.204 -0.076 -1.286
H -0.449157 -1.072584 2.310927 -1.358 1.099 -0.819
H -0.984794 1.883168 2.810163 0.836 -1.119 -1.440
H -0.272552 1.731306 1.094038 0.194 -0.890 1.514
H 1.013740 -0.039105 3.523722 -0.319 1.652 -1.096
H 1.834742 0.763086 2.039088 -0.954 0.192 1.426
H 0.701483 2.432827 4.294929 0.482 -0.606 0.052
H 1.842556 5.360636 3.342783 -1.058 -1.367 -0.895
H 0.211902 4.346531 3.357279 1.625 0.540 -0.693
H 1.041640 4.709204 1.725492 0.572 -0.284 1.672
H -0.997116 1.244677 -0.974445 0.580 -1.983 -0.749
H -0.914563 -0.175796 -3.772677 -1.226 -0.189 1.479
H -2.512467 -0.357874 -2.696905 1.400 0.632 -0.436
H -1.803207 1.290591 -3.114458 0.425 -2.009 0.536
H 1.677043 -0.187392 -1.846247 -1.193 1.162 -0.125
H 1.310635 1.335254 -0.861754 -0.765 -1.319 -1.367
H 2.013510 2.380436 -2.984584 -1.664 -1.334 0.058
H 0.148476 2.402942 -3.089130 1.585 -1.063 0.024
H 1.153035 1.120332 -4.038419 -0.225 0.857 1.457
Zr -3.979939 -1.519235 -1.949204 2.211 -4.160 0.686